Record 1
The following is a quantum chemistry calculation of a structure of composition C34H90F12N2O23S4Sn at a distorted geometry, from the OMol25 dataset.

Last column: Mulliken charge in e.
Element x y z (Å)
Sn 3.534 -1.391 0.423  0.823
S 0.535 -0.144 -1.623  -0.142
S -0.767 -1.627 0.024  -0.143
S 3.579 -2.969 4.510  0.729
S 5.478 -3.669 2.892  0.975
F -0.448 2.286 -2.404  0.008
F 1.888 -0.944 4.104  0.053
F 8.001 -3.970 3.715  -0.214
F 1.821 -1.850 6.129  -0.179
F 7.065 -2.256 4.599  -0.209
F -1.016 1.799 -0.378  0.121
F 1.081 2.476 -0.850  0.148
F 0.285 -2.294 2.480  0.342
F 7.815 -2.210 2.517  -0.234
F -1.531 -1.003 2.485  0.050
F 3.462 -0.546 5.494  -0.255
F -1.687 -3.140 2.011  -0.115
O 4.365 -3.331 5.684  -0.610
O 3.972 1.443 -0.755  -0.198
O -4.466 2.520 3.475  -0.616
O -2.129 2.252 7.602  -0.558
O -2.413 1.731 -6.401  -0.652
O 0.119 7.172 -6.074  -0.586
O 1.607 6.676 1.096  -0.632
O 5.338 -4.968 3.579  -0.573
O -0.404 -0.731 -2.604  -0.118
O 1.390 -5.513 -2.978  -0.433
O 3.400 2.682 -3.216  -0.556
O -7.162 -2.126 2.119  -0.576
O -0.716 -2.938 -0.639  -0.318
O 2.818 1.752 -5.905  -0.629
O 1.612 0.888 1.828  0.000
O -3.392 5.065 -2.936  -0.584
O 2.422 -4.219 1.490  -0.139
O -1.916 -0.781 -0.243  -0.355
O 5.506 -3.764 1.446  -0.570
O -1.580 -5.083 6.353  -0.568
O -4.874 -5.840 -0.089  -0.563
O 2.551 -3.947 4.075  -0.696
O 1.880 -0.074 -2.131  -0.192
N 4.354 -2.356 3.334  -0.340
N 0.648 -0.838 0.014  0.228
C 0.670 -5.967 1.586  -0.689
C -1.718 1.112 -5.312  1.255
C -6.243 -3.180 1.796  -0.644
C 2.691 3.844 -3.096  1.762
C 1.956 -5.493 0.966  -0.186
C 0.087 -3.747 -4.055  -0.402
C -3.899 2.923 -1.890  -0.713
C 5.256 3.362 -0.224  -1.290
C -0.766 -3.995 5.983  -0.391
C -1.727 0.581 5.825  -0.231
C -0.088 6.365 -4.989  -0.130
C -2.705 -6.748 -0.616  -0.999
C 0.116 6.221 -0.741  -0.879
C 7.217 -2.956 3.487  0.627
C -0.910 -2.032 1.924  -0.392
C -4.337 0.763 1.844  -0.521
C -3.162 4.280 -1.779  0.543
C 3.368 4.926 -3.950  -1.399
C -3.548 -5.429 -0.444  0.588
C -4.868 -2.618 1.708  0.209
C 1.269 5.765 0.080  0.833
C -3.949 2.214 2.184  0.061
C 0.518 -5.220 -4.089  -0.570
C 4.068 2.517 0.190  0.622
C -1.312 -0.242 -5.841  -1.325
C 0.754 1.630 2.618  1.011
C 3.266 -0.565 -5.216  -1.049
C -1.649 -2.913 5.268  -0.010
C 1.449 2.265 3.846  -1.499
C -0.076 4.922 -5.399  -0.072
C -2.686 1.590 6.457  -0.155
C -0.008 1.750 -1.245  -0.013
C 2.582 -1.456 5.074  0.606
C 2.284 0.435 -5.863  0.205
H -4.023 0.513 0.831  0.068
H -4.977 3.083 -1.902  0.438
H -0.570 -3.586 -4.909  0.397
H 0.474 -6.978 1.229  0.507
H -6.551 -3.720 0.901  0.181
H -2.787 2.768 8.074  0.300
H 0.923 4.574 -5.665  0.015
H -3.440 4.819 -0.874  0.516
H 0.886 3.115 4.231  0.349
H -1.089 -5.567 7.021  0.311
H 1.687 3.614 -3.453  -0.510
H -3.560 1.036 6.798  0.335
H 2.729 -6.250 1.093  0.271
H 1.809 -5.369 -0.107  0.234
H 5.193 3.637 -1.277  0.142
H -3.558 2.302 -2.718  0.007
H 2.452 6.413 1.467  0.337
H -7.039 -1.924 3.049  0.325
H 0.736 -5.893 2.671  0.318
H -1.923 -6.574 -1.355  0.154
H 3.161 3.120 0.155  -0.626
H 0.056 -4.425 5.409  0.167
H 5.241 4.259 0.395  0.406
H 2.686 4.143 -2.048  -0.621
H 6.151 2.750 -0.112  0.354
H -1.272 -0.096 6.547  0.390
H -0.218 -5.427 1.257  -0.222
H 4.146 -0.527 -5.858  0.442
H 0.785 6.561 -4.367  -0.074
H -4.275 2.894 1.397  0.362
H -0.735 -0.747 -5.067  0.162
H 0.871 -2.991 -4.080  0.021
H 0.178 2.346 2.032  0.279
H -0.999 6.678 -4.478  0.250
H -0.291 -3.523 6.843  0.316
H 2.894 5.904 -3.858  0.316
H -0.349 -5.881 -4.106  0.335
H 3.319 2.347 -4.112  0.199
H 3.645 1.854 -1.558  0.021
H -2.105 -0.941 -6.105  0.390
H -2.103 4.057 -1.652  -0.522
H -0.182 5.374 -1.359  -0.005
H -3.685 2.313 -1.012  -0.013
H -3.137 5.944 -2.648  0.313
H 2.122 5.772 -0.599  -0.066
H 1.106 0.379 1.190  -0.328
H -3.074 2.309 5.736  0.009
H 1.339 0.519 -5.326  -0.147
H -4.239 -3.475 1.466  -0.196
H 3.287 4.595 -4.986  0.316
H -0.859 1.134 5.467  0.002
H -0.766 6.489 -0.158  0.400
H -2.866 2.312 2.263  -0.021
H -4.810 -1.854 0.932  0.084
H -2.070 -0.027 4.988  -0.042
H -2.264 -7.019 0.343  0.251
H 2.420 2.639 3.524  0.364
H 3.576 -0.207 -4.234  0.079
H -0.697 -0.188 -6.739  0.358
H -0.945 1.843 -5.076  -0.262
H -3.310 -7.558 -1.025  0.353
H 1.641 1.471 4.567  0.197
H 1.611 -6.447 -2.996  0.251
H 4.077 2.115 1.203  0.525
H -2.157 -3.283 4.378  0.065
H -2.404 1.035 -4.469  -0.200
H -2.726 2.582 -6.084  0.310
H 2.285 -4.136 2.437  0.127
H 0.353 7.082 -1.365  0.374
H 1.142 4.771 0.509  -0.226
H -0.416 4.264 -4.600  -0.272
H -3.856 0.024 2.485  -0.146
H -6.241 -3.927 2.590  0.368
H 2.880 -1.582 -5.275  0.323
H -1.025 -2.099 4.899  -0.358
H 4.423 5.120 -3.761  0.362
H 2.501 2.235 -6.672  0.263
H -0.569 -3.530 -3.211  0.039
H -3.920 3.268 3.730  0.311
H -5.571 -5.445 -0.617  0.324
H 0.059 0.848 2.924  -0.658
H -2.374 -2.511 5.976  0.451
H -5.409 0.573 1.903  0.532
H 2.075 0.162 -6.898  0.496
H -4.430 -2.231 2.628  0.240
H -3.610 -4.976 -1.434  0.195
H -0.695 7.207 -6.583  0.354
H -0.702 4.731 -6.270  0.514
H 1.077 -5.420 -5.003  0.360
H -3.046 -4.691 0.183  -0.293

The value obtained for the LUMO energy (alpha / beta) is 1.4 / 1.5 eV. The orbital gap (alpha / beta) is 5.96 / 9.06 eV. Its spin multiplicity is 2. As for the expectation value of S²: 0.75. Its total charge is -1. For the HOMO energy (alpha / beta), the calculation gives -4.6 / -7.6 eV.


Record 2
The following is a quantum chemistry calculation of a cluster of 12 separate species, C34H90N10O18 in total at a distorted geometry, from the OMol25 dataset.

Last column: Mulliken charge in e.
Element x y z (Å)
O 0.772 -6.576 1.484  -0.616
O 4.445 2.297 4.234  -0.659
O 3.967 2.358 -0.450  -0.682
O 1.057 0.008 2.466  0.262
O -1.032 -6.014 -0.824  -0.682
O -1.016 -3.970 1.519  -0.517
O 5.227 -0.084 1.737  -0.509
O -0.392 1.806 4.049  -0.856
O 3.739 0.080 6.074  -0.395
O 5.655 -2.044 -1.858  -0.601
O -4.156 4.459 3.299  -0.412
O 0.028 3.329 -2.161  -0.594
O 1.249 -1.459 5.141  -0.532
O -0.104 1.704 0.166  -0.707
O -1.873 -1.757 -1.139  -0.571
O 0.746 -3.346 -0.894  1.097
O 3.709 -2.122 0.329  -0.272
O 0.150 -0.619 -7.800  -0.531
N -0.290 3.308 5.710  -0.479
N 5.160 0.621 -1.319  -0.381
N -2.120 0.437 -1.627  0.622
N 3.961 1.907 -2.605  -0.199
N 0.612 -0.553 -6.505  0.416
N -1.339 3.624 -3.864  -0.399
N -3.895 -0.829 -1.849  -0.479
N 0.451 3.850 3.812  -0.437
N 0.832 3.845 -4.008  -0.404
N -4.938 3.420 2.862  0.008
C -3.065 2.238 1.719  -1.932
C 0.940 -4.613 -1.476  -0.461
C 0.735 0.571 0.152  1.779
C -3.739 1.532 4.050  -1.409
C -5.310 1.060 2.044  -1.289
C -1.637 -0.720 -5.725  -2.274
C 4.229 1.762 2.943  -0.048
C -6.305 3.448 3.504  1.517
C -0.327 -2.843 -6.055  -1.912
C 4.705 0.253 3.000  -0.142
C 2.307 -0.126 -4.812  -0.908
C -7.325 2.515 2.793  -1.274
C 4.342 -3.267 -0.216  0.103
C 2.256 1.099 -6.973  -1.941
C -0.265 -1.322 -5.656  1.853
C 5.755 -2.906 -0.707  -0.794
C -6.904 4.770 3.296  -1.947
C 1.055 -5.194 1.944  -0.104
C -0.360 -5.308 -1.863  -0.872
C -4.316 2.098 2.736  2.062
C -6.754 1.032 2.723  -0.899
C -0.181 3.623 -3.260  0.769
C -6.267 3.287 5.054  -1.316
C -2.577 -0.794 -1.540  0.265
C 1.369 -0.423 6.050  0.116
C 0.037 -1.095 -4.135  -0.638
C 4.350 1.701 -1.418  0.520
C 1.551 -1.164 -3.868  -0.536
C 2.718 -0.396 6.851  -0.629
C 0.572 -0.480 1.261  0.378
C 2.764 -1.449 -7.137  -1.378
C -0.105 -4.303 2.540  -0.160
C -0.060 2.921 4.496  0.754
C 2.028 -0.272 -6.341  1.545
H 3.912 1.795 4.855  0.358
H -4.298 0.775 4.600  0.245
H 0.610 3.608 2.844  0.203
H 3.671 2.851 -2.820  0.247
H -2.596 1.288 1.459  0.175
H -4.161 4.244 4.235  0.449
H 1.410 -1.256 4.216  0.268
H 0.422 0.554 2.936  0.094
H 5.556 0.009 3.636  0.299
H -2.077 3.143 -3.370  0.189
H 6.298 -3.834 -0.888  0.373
H -6.623 0.583 3.707  0.339
H 3.333 -0.474 -4.697  0.504
H 1.788 1.940 -6.462  0.276
H -7.867 5.029 3.737  0.412
H -0.707 -4.977 3.149  0.360
H 1.717 3.590 -3.593  0.055
H 1.722 -0.746 -2.876  -0.323
H 0.113 -6.506 0.790  0.430
H -7.100 4.955 2.239  0.457
H -1.341 3.965 -4.815  0.157
H -0.092 -6.082 -2.583  0.468
H -0.057 4.259 5.958  0.114
H -6.535 2.250 5.259  0.347
H 1.724 -5.393 2.781  0.462
H 3.313 1.251 -7.192  0.432
H -5.493 1.415 1.030  0.399
H -0.777 -3.453 -5.271  0.387
H 5.787 0.408 -2.082  0.319
H -4.942 0.037 1.961  0.436
H 0.748 4.186 -4.955  0.150
H -1.167 0.749 -1.508  -0.428
H 0.486 -0.450 6.688  0.381
H 0.831 -1.518 1.051  -0.917
H 0.191 -3.520 3.238  0.162
H 4.542 -0.402 6.283  0.258
H 1.917 1.103 -8.009  0.468
H -2.854 0.942 3.811  0.353
H -0.709 -3.152 -7.027  0.362
H -5.362 3.565 5.593  0.131
H -1.559 0.351 -5.534  0.495
H -0.739 2.602 6.276  0.268
H 2.129 0.836 -4.331  -0.148
H 0.076 2.126 -0.677  0.235
H -3.539 2.183 4.901  0.107
H -2.172 -0.751 -6.674  0.627
H 4.742 -0.762 1.261  0.266
H -4.261 -1.725 -1.560  0.280
H 1.740 0.992 0.122  0.114
H -7.407 2.639 1.713  0.353
H 4.340 -4.117 0.466  0.385
H 1.305 0.611 5.712  -0.262
H -7.153 3.757 5.482  0.453
H -6.287 5.633 3.547  0.383
H 0.742 4.751 4.162  0.170
H -7.529 0.352 2.370  0.457
H -8.300 2.530 3.281  0.438
H -0.626 -0.061 -7.711  0.413
H -1.149 -4.735 -2.351  0.150
H 3.799 -1.577 -6.820  0.354
H 1.994 -2.143 -4.048  0.498
H 3.789 -3.544 -1.114  0.019
H 5.240 -1.217 -1.604  0.480
H -2.287 2.823 2.210  0.242
H -1.363 -5.439 -0.129  0.271
H -0.137 -3.008 -1.059  -0.364
H 6.296 -2.287 0.009  0.318
H -2.322 -1.223 -5.042  0.307
H 2.250 -2.410 -7.119  0.282
H 0.640 -0.008 -0.767  -0.876
H -0.449 -1.861 -3.532  0.573
H 0.628 -3.365 -6.127  0.403
H 2.667 0.201 7.762  0.302
H 2.787 -2.378 0.249  -0.239
H 1.756 -4.784 1.217  -0.115
H 3.016 -1.386 7.195  0.400
H 4.265 1.284 -3.339  0.075
H 1.653 -5.246 -0.948  0.545
H -2.832 1.105 -1.884  0.064
H 1.453 -4.392 -2.412  0.345
H -0.329 -0.117 -3.820  -0.147
H -4.355 -0.164 -2.454  0.127
H 3.234 1.866 2.512  -0.077
H 5.418 0.569 -0.343  0.142
H 4.925 2.273 2.277  0.345
H 3.922 -0.467 3.237  0.222
H -0.480 -0.406 1.536  0.056
H -0.915 -3.018 1.458  0.102
H -3.342 2.689 0.766  0.622
H 2.565 -1.225 -8.184  0.402

The value obtained for the LUMO energy is -0.1 eV. The orbital gap is 7.89 eV. Its spin multiplicity is 1. As for the SMILES: CC1(C)CCCC(C)(C)N1O.CC1(C)CCCC(C)(C)N1O.NC(N)=O.NC(N)=O.NC(N)=O.NC(N)=O.OCCO.OCCO.OCCO.OCCO.OCCO.OCCO. For the HOMO energy, the calculation gives -8.0 eV.


Record 3
The following is a quantum chemistry calculation of a structure of composition C34H91BF4N13O14Zn at a distorted geometry, from the OMol25 dataset.

Last column: Mulliken charge in e.
Element x y z (Å)
Zn 10.542 -0.402 11.688  1.271
F 15.767 -2.638 10.163  -0.376
F 14.618 -0.843 10.884  -0.346
F 16.557 -0.605 9.793  -0.368
F 16.591 -1.438 11.848  -0.405
O 15.560 -10.012 9.155  -0.341
O 10.673 -12.623 10.898  -0.344
O 12.378 2.667 13.405  -0.660
O 22.811 -3.956 14.358  -0.623
O 23.753 11.260 15.671  -0.313
O 11.991 1.397 25.403  -0.356
O 10.893 -3.434 9.191  -0.614
O 9.766 1.274 10.297  -0.082
O 19.496 2.730 3.513  -0.290
O 21.836 4.557 15.871  -0.327
O 15.270 1.492 20.470  -0.347
O 9.019 0.977 14.828  -0.210
O 11.646 -2.932 14.669  -0.566
O 16.441 -1.558 3.260  -0.397
N 10.568 -4.520 15.819  -0.403
N 11.749 -4.257 7.286  -0.355
N 23.018 7.560 15.777  -0.336
N 20.866 -3.849 15.189  -0.368
N 21.038 -4.010 13.039  -0.481
N 14.626 3.266 13.948  -0.376
N 7.791 0.133 12.078  -0.051
N 13.161 1.797 22.500  -0.258
N 13.466 -11.671 10.690  -0.356
N 10.396 -5.496 8.524  -0.424
N 12.910 3.891 15.113  -0.396
N 12.603 -4.146 16.216  -0.415
N 19.495 -0.177 4.821  -0.330
C 11.055 -4.316 8.404  0.629
C 12.241 1.447 26.812  -0.755
C 21.647 -3.919 14.188  0.579
C 16.706 -2.820 2.616  -0.620
C 7.350 1.067 13.031  -0.564
C 22.980 9.997 15.745  -0.500
C 20.150 2.312 4.675  -0.393
C 7.603 0.696 14.513  -0.790
C 20.448 0.847 4.445  -0.941
C 14.804 -11.152 11.241  -0.677
C 12.022 2.480 23.100  -0.659
C 9.404 0.702 16.164  -0.788
C 23.113 4.980 15.404  -0.466
C 8.355 1.523 10.052  -0.510
C 13.269 3.199 14.064  0.661
C 22.943 12.341 15.221  -0.623
C 11.611 -3.779 15.486  0.609
C 15.259 -9.755 10.554  -0.524
C 15.559 1.722 21.861  -0.722
C 10.666 2.092 9.596  -0.742
C 12.352 -10.745 10.994  -0.420
C 14.440 2.484 22.635  -0.442
C 15.955 -8.784 8.393  -0.750
C 9.404 -13.222 10.383  -0.682
C 11.097 -11.372 10.389  -0.732
C 23.682 6.238 16.114  -0.815
C 21.325 3.545 15.004  -0.768
C 18.784 4.064 3.627  -0.767
C 12.043 2.522 24.630  -0.605
C 18.559 -0.396 3.740  -0.061
C 15.143 0.124 20.021  -0.777
C 23.888 8.727 15.897  -0.656
C 7.458 0.351 10.640  -0.887
C 17.295 -1.110 4.291  -0.677
B 15.869 -1.389 10.670  0.502
H 12.642 -5.038 16.687  0.183
H 14.719 2.658 23.674  0.321
H 7.541 -0.373 14.720  0.375
H 10.818 3.051 10.091  0.281
H 20.703 2.936 15.660  0.267
H 21.146 2.726 4.831  0.378
H 24.520 8.708 15.008  0.349
H 18.105 4.091 4.479  0.311
H 17.797 -1.973 4.728  0.415
H 7.642 -0.447 9.921  0.359
H 14.670 -11.001 12.312  0.352
H 15.595 -11.892 11.116  0.298
H 12.415 -9.696 10.706  0.285
H 22.991 7.525 14.768  0.256
H 11.082 2.951 24.912  0.386
H 15.087 2.879 13.137  0.236
H 16.889 -8.478 8.865  0.327
H 9.164 -14.214 10.767  0.260
H 16.123 -9.285 11.024  0.479
H 15.242 3.798 14.547  0.169
H 9.906 -5.672 9.389  0.199
H 15.761 0.751 22.313  0.406
H 12.198 -3.409 6.973  0.219
H 8.801 1.315 16.833  0.344
H 20.671 0.699 3.388  0.359
H 14.518 -0.516 20.643  0.335
H 10.609 -5.241 16.525  0.173
H 9.786 -4.420 15.188  0.196
H 11.972 0.444 27.143  0.273
H 18.796 -0.964 2.841  0.106
H 11.930 -10.741 11.999  0.269
H 8.168 1.715 8.995  0.484
H 24.382 8.736 16.869  0.401
H 19.870 -3.683 15.230  0.182
H 23.824 4.155 15.360  0.421
H 19.656 2.444 5.638  0.344
H 11.588 1.530 9.447  0.333
H 11.536 2.053 27.380  0.318
H 18.213 0.597 3.453  0.245
H 12.874 3.164 24.925  0.391
H 17.736 -2.754 2.268  0.264
H 21.743 -3.939 12.319  0.262
H 9.309 -0.306 16.569  0.306
H 16.081 -3.063 1.757  0.249
H 22.408 11.967 14.348  0.294
H 6.866 1.247 15.098  0.414
H 10.198 -6.030 7.690  0.187
H 13.228 1.724 27.185  0.297
H 9.428 -13.163 9.295  0.284
H 7.281 -0.706 12.315  0.238
H 19.568 4.812 3.748  0.314
H 10.256 2.333 8.616  0.318
H 11.112 1.890 22.992  0.370
H 8.106 2.472 10.525  0.427
H 16.686 -0.583 5.026  0.336
H 11.913 3.950 15.269  0.206
H 11.595 -5.074 6.712  0.169
H 10.450 1.003 16.223  0.226
H 12.021 3.522 22.781  0.356
H 22.561 9.811 14.756  0.262
H 8.603 -12.598 10.778  0.278
H 23.526 6.106 17.185  0.349
H 14.302 3.457 22.162  0.344
H 22.195 12.535 15.990  0.275
H 13.559 4.240 15.804  0.183
H 21.382 0.721 4.992  0.395
H 19.055 0.073 5.695  0.242
H 14.595 -8.892 10.608  0.340
H 10.231 -10.719 10.490  0.420
H 18.218 4.332 2.735  0.247
H 16.432 2.374 21.826  0.328
H 20.266 -3.372 12.910  0.225
H 15.213 -7.987 8.341  0.265
H 22.026 2.814 14.600  0.332
H 13.705 -11.433 9.738  0.298
H 13.470 -3.655 16.051  0.240
H 21.411 -4.055 16.013  0.225
H 7.836 2.027 12.862  0.292
H 23.244 5.324 14.378  0.339
H 6.275 1.175 12.884  0.463
H 20.557 3.865 14.299  0.275
H 16.617 -3.604 3.368  0.271
H 24.768 6.310 16.051  0.431
H 16.156 -0.277 20.066  0.352
H 16.351 -9.115 7.433  0.279
H 22.202 9.919 16.504  0.334
H 11.200 -11.444 9.306  0.394
H 23.636 13.169 15.067  0.218
H 12.937 1.658 21.525  0.208
H 6.375 0.465 10.594  0.438
H 14.913 -0.005 18.964  0.237

The value obtained for the LUMO energy is -8.5 eV. The orbital gap is 0.63 eV. Its spin multiplicity is 1. Its total charge is +1. For the HOMO energy, the calculation gives -9.2 eV.